w:
The following is a quantum chemistry calculation of a structure of composition C4H10O, from the Open Molecules 2025 dataset.

Summary:
HOMO-LUMO gap (spin up / spin down) = 8.27 / 8.27 eV
molecular weight = 74.123 g/mol
LUMO level (spin up / spin down) = 0.88 / 0.88 eV

Cartesian coordinates (Å):
H 0.425 1.157 -0.566
H -1.611 -0.362 -1.428
H 1.201 0.442 1.368
H 2.746 0.535 -0.787
H -2.122 1.473 0.238
C -1.208 -0.398 -0.403
H -1.780 0.343 1.558
C -2.120 0.413 0.519
O 1.151 -0.753 -0.570
C 2.437 -0.463 -0.488
H -1.201 -1.452 -0.106
C 0.198 0.109 -0.372
H 3.076 -1.316 -0.674
H -3.152 0.053 0.465
H 1.960 0.219 1.247

x:
The following is a quantum chemistry calculation of the molecule C4H10O, from the Open Molecules 2025 dataset.

Summary:
HOMO-LUMO gap = 10.51 eV
molecular weight = 74.123 g/mol
SMILES string = CCOCC
LUMO level = 1.13 eV

Cartesian coordinates (Å):
C -1.705 -1.413 0.134
C 1.444 0.410 -0.300
H -1.770 -2.409 -0.307
C 1.282 1.400 0.861
H -0.948 0.523 -0.636
C -0.777 -0.541 -0.642
H 0.269 1.813 0.902
H 2.475 0.027 -0.300
H 1.284 0.926 -1.253
H 1.506 0.934 1.827
O 0.584 -0.742 -0.263
H -2.606 -0.939 -0.319
H -1.494 -0.692 -1.651
H -1.518 -1.541 1.215
H 1.975 2.245 0.731

If we sort the structures by their calculated energies, the order from most to least stable is x, w.

w:
The following is a quantum chemistry calculation of a cluster of 2 separate species, C4H10O in total, from the Open Molecules 2025 dataset.

Summary:
HOMO-LUMO gap (spin up / spin down) = 8.31 / 7.86 eV
molecular weight = 74.123 g/mol
LUMO level (spin up / spin down) = 1.03 / 0.90 eV

Cartesian coordinates (Å):
C 2.030 -0.295 -0.049
H 2.331 0.530 -0.701
C 0.756 0.031 0.636
H -1.192 2.605 0.769
H 0.223 -0.686 1.255
C -0.980 1.555 0.877
H -1.477 0.930 1.613
O 0.242 1.202 0.508
H 1.925 -1.198 -0.669
H -1.197 -1.672 -0.279
H -0.526 -0.886 -1.729
C -1.321 -0.840 -0.978
H -2.291 -0.925 -1.465
H -1.354 0.138 -0.461
H 2.832 -0.489 0.672

x:
The following is a quantum chemistry calculation of the molecule C4H10O, from the Open Molecules 2025 dataset.

Summary:
HOMO-LUMO gap = 11.24 eV
molecular weight = 74.123 g/mol
SMILES string = CC[C@@H](C)O
LUMO level = 0.99 eV

Cartesian coordinates (Å):
H -1.666 2.052 -1.191
H 1.054 -0.229 2.183
H 0.808 -1.988 -0.935
O 0.126 -1.307 -0.879
H -1.550 0.362 -1.730
H -0.180 1.454 -1.954
C 0.571 -0.334 0.057
H 1.525 0.100 -0.288
C 0.766 -0.970 1.429
C -0.477 0.777 0.100
C -0.998 1.188 -1.275
H 1.543 -1.744 1.404
H -0.032 1.639 0.614
H -0.172 -1.440 1.745
H -1.318 0.441 0.720

y:
The following is a quantum chemistry calculation of a cluster of 2 separate species, C4H10O in total, from the Open Molecules 2025 dataset.

Summary:
HOMO-LUMO gap = 11.09 eV
molecular weight = 74.123 g/mol
SMILES string = C=O.CCC
LUMO level = 0.78 eV

Cartesian coordinates (Å):
H -1.417 1.631 -1.498
C -0.775 1.085 -0.826
H -1.987 -0.544 -0.288
C 2.228 -1.526 0.887
C -0.539 1.284 0.675
H -0.453 -1.192 -0.569
H 1.902 -2.387 0.465
H 2.134 -1.520 2.032
H 0.143 1.116 -1.499
H -1.146 -0.974 -1.811
H 0.535 1.126 0.982
H -0.720 2.360 0.932
C -1.178 -0.496 -0.913
O 2.528 -0.558 0.261
H -1.255 0.593 1.172

If we sort the structures by their calculated energies, the order from most to least stable is x, y, w.

w:
The following is a quantum chemistry calculation of a cluster of 2 separate species, C4H10O in total, from the Open Molecules 2025 dataset.

Summary:
HOMO-LUMO gap = 9.97 eV
molecular weight = 74.123 g/mol
SMILES string = C=CCCO.[H][H]
LUMO level = 0.94 eV

Cartesian coordinates (Å):
H 0.370 -1.480 0.694
H -2.361 -0.951 -0.828
C 0.247 -0.638 0.007
H 3.438 -0.351 -0.115
H -0.625 1.743 -0.685
H -1.254 1.315 -0.712
C -2.246 -0.337 0.061
O 2.594 -0.810 -0.036
H -3.144 0.111 0.478
H 1.631 0.714 1.013
C 1.556 0.154 0.066
C -1.031 -0.022 0.506
H 1.622 0.887 -0.752
H 0.122 -1.053 -1.001
H -0.920 0.716 1.303

x:
The following is a quantum chemistry calculation of the molecule C4H10O, from the Open Molecules 2025 dataset.

Summary:
HOMO-LUMO gap = 10.51 eV
molecular weight = 74.123 g/mol
SMILES string = CCOCC
LUMO level = 1.13 eV

Cartesian coordinates (Å):
H -1.134 0.871 -0.865
H 0.528 0.395 -1.070
C -1.789 0.338 -0.173
H -2.714 0.139 -0.723
C -1.183 -0.969 0.359
H 2.566 1.210 -0.089
H 1.468 0.907 1.278
C 2.029 0.432 0.465
C 1.082 -0.323 -0.461
H -1.430 -1.056 1.424
H 1.653 -0.944 -1.164
O 0.227 -1.164 0.278
H 2.769 -0.242 0.906
H -2.026 1.028 0.643
H -1.659 -1.825 -0.135

If we sort the structures by their calculated energies, the order from most to least stable is x, w.

w:
The following is a quantum chemistry calculation of a cluster of 2 separate species, C4H10O in total, from the Open Molecules 2025 dataset.

Summary:
HOMO-LUMO gap = 9.90 eV
molecular weight = 74.123 g/mol
SMILES string = C=CO.CC
LUMO level = 0.72 eV

Cartesian coordinates (Å):
H -0.677 2.050 2.411
H -2.847 1.112 0.858
H 3.065 -1.640 -2.834
H 1.392 -1.691 0.259
H 1.436 -3.491 -1.009
H 2.697 -3.447 -3.135
H -0.913 3.341 1.278
H -0.543 1.515 0.843
C 1.895 -2.598 -1.418
C -2.582 2.053 1.383
C -1.064 2.267 1.410
H -3.011 1.916 2.371
C 2.572 -2.558 -2.534
H -3.172 2.682 0.711
O 1.753 -1.511 -0.593

x:
The following is a quantum chemistry calculation of a cluster of 2 separate species, C4H10O in total, from the Open Molecules 2025 dataset.

Summary:
HOMO-LUMO gap = 9.99 eV
molecular weight = 74.123 g/mol
SMILES string = C=CC.CO
LUMO level = 0.99 eV

Cartesian coordinates (Å):
H 1.883 1.888 -0.971
C -1.469 -0.390 0.900
H 1.506 -2.041 0.947
H 0.490 3.083 -1.249
C 0.827 2.119 -0.938
H -0.038 -2.924 0.267
O 0.353 1.188 -2.002
H 0.734 -1.277 -0.480
H -0.673 -1.698 2.444
H 0.370 1.879 0.134
H -1.710 -0.508 -0.147
H -1.973 0.193 1.687
C -0.464 -1.152 1.380
H -0.409 1.573 -2.442
C 0.574 -1.933 0.473

y:
The following is a quantum chemistry calculation of a cluster of 2 separate species, C4H10O in total, from the Open Molecules 2025 dataset.

Summary:
HOMO-LUMO gap = 10.59 eV
molecular weight = 74.123 g/mol
SMILES string = C=CCC.O
LUMO level = 0.80 eV

Cartesian coordinates (Å):
H -2.259 1.676 0.773
H 2.211 0.953 0.612
C 0.730 -0.700 0.862
H -1.136 -1.705 0.650
C 1.620 0.244 0.017
H 2.310 0.928 -1.906
H 1.184 -1.482 1.501
H 0.090 -2.201 -0.559
H 0.998 -0.412 -1.873
C 1.659 0.267 -1.322
H -0.792 -0.655 -0.760
C -0.341 -1.339 -0.022
H -3.192 2.667 0.016
O -3.194 1.809 0.498
H 0.111 -0.052 1.512

If we sort the structures by their calculated energies, the order from most to least stable is y, w, x.

w:
The following is a quantum chemistry calculation of a cluster of 2 separate species, C5H9ClN2 in total, from the Open Molecules 2025 dataset.

Summary:
HOMO-LUMO gap = 9.60 eV
molecular weight = 132.594 g/mol
LUMO level = 0.67 eV

Cartesian coordinates (Å):
N 1.515 -0.604 -0.195
H -1.532 0.892 -0.272
C -0.407 -1.681 0.823
H 2.016 2.149 0.592
C 0.382 0.278 -0.009
H 0.133 -2.542 0.469
C -1.492 -1.223 -0.271
H -0.866 0.280 -1.768
C -0.907 0.139 -0.737
C 1.031 2.366 0.099
H -0.800 -1.858 1.827
H 0.306 3.042 0.608
H -2.609 -1.208 -0.074
N 0.634 -0.656 0.972
H -1.529 -1.904 -1.157
H 1.019 2.564 -0.976
Cl 3.104 -0.034 0.067

x:
The following is a quantum chemistry calculation of the molecule C5H9ClN2, from the Open Molecules 2025 dataset.

Summary:
HOMO-LUMO gap = 9.84 eV
molecular weight = 132.594 g/mol
SMILES string = N[C@H]1C[C@H]2N[C@H]2[C@@H]1Cl
LUMO level = 0.88 eV

Cartesian coordinates (Å):
N -1.180 -1.567 0.180
H 2.544 -0.839 -0.503
H -0.180 -1.796 -0.139
C 0.091 0.423 1.169
Cl -0.820 2.157 -0.890
C 0.700 0.251 -1.221
H 1.231 0.468 -2.168
H -1.424 -1.943 0.957
C -1.234 -0.142 0.428
H -0.034 1.683 1.212
H -1.593 -0.158 -1.570
H 2.073 1.233 0.386
C 1.290 0.475 0.253
H 0.018 0.077 2.385
H -2.197 0.143 0.858
C -0.811 0.456 -0.959
N 1.525 -0.922 -0.378

If we sort the structures by their calculated energies, the order from most to least stable is x, w.

w:
The following is a quantum chemistry calculation of a structure of composition CH4FIP2, from the Open Molecules 2025 dataset.

Summary:
HOMO-LUMO gap = 8.76 eV
molecular weight = 223.893 g/mol
LUMO level = -0.44 eV

Cartesian coordinates (Å):
F 0.974 -1.897 -0.464
H 0.417 1.876 -0.400
C 1.188 -0.279 0.528
H -2.337 -0.626 -0.797
H 1.201 -0.847 1.521
I 3.129 0.313 0.182
P -1.869 -0.054 0.329
H -2.673 0.980 -0.242
P -0.028 0.532 -0.656

x:
The following is a quantum chemistry calculation of the molecule CH4FIP2, from the Open Molecules 2025 dataset.

Summary:
HOMO-LUMO gap (spin up / spin down) = 6.14 / 6.46 eV
molecular weight = 223.893 g/mol
SMILES string = C[P@@H](I)=PF
LUMO level (spin up / spin down) = -1.61 / -1.63 eV

Cartesian coordinates (Å):
I -3.080 0.645 -0.026
P -0.611 -0.350 0.475
H 1.287 0.144 -0.815
F 0.978 -2.111 -1.097
C 0.607 0.859 -0.345
H 0.988 1.444 0.506
H -0.572 0.273 1.836
P 0.446 -2.329 0.421
H -0.042 1.424 -0.955

If we sort the structures by their calculated energies, the order from most to least stable is x, w.